Entry 1:
ORCA calculation (the ωB97M-V functional and the def2-TZVPD basis) on CH2N2O2S in the gas phase in a non-equilibrium geometry.

Geometry as ORCA input:
```
! wB97M-V def2-TZVPD RIJCOSX def2/J DEFGRID3
* xyz 0 3
C 0.76 0.36 -0.35
N 0.20 1.21 0.64
N -0.50 0.85 1.52
O -1.99 -1.10 -0.38
O 0.43 -1.03 -0.21
S -0.98 -1.41 0.55
H 0.26 0.61 -1.47
H 1.82 0.50 -0.30
*
```

For the relative energy (zero: lowest compared OMol25 entry of this formula, charge and spin), the calculation gives 57.6 kJ/mol. As for the LUMO energy (spin up / spin down): 0.0138 / -0.0566 hartree. The total energy is -697.3336 Eh. The gap between HOMO and LUMO (spin up / spin down) comes out at 7.8 / 10.1 eV.

---

Entry 2:
ORCA calculation (the ωB97M-V functional and the def2-TZVPD basis) on a gas-phase ion, C8H23N6 (charge +1) in a non-equilibrium geometry.

Geometry as ORCA input:
```
! wB97M-V def2-TZVPD RIJCOSX def2/J DEFGRID3
* xyz 1 1
C -1.83 -0.96 -0.80
C 1.31 -1.03 0.49
C 1.39 0.26 -0.39
C 2.65 -1.84 0.54
C 1.25 0.06 -1.90
C -2.56 0.08 1.33
C 0.48 1.92 1.21
C -1.58 2.34 -0.74
N -1.77 0.03 0.06
N 0.29 1.20 0.02
N -2.62 -1.96 -0.65
N 0.17 -2.01 0.19
N 2.71 0.88 -0.13
N -0.96 1.08 -0.54
H 0.99 -0.65 1.47
H 2.50 -2.81 0.09
H 3.07 -1.86 1.48
H 3.24 -1.26 -0.22
H 0.47 -0.64 -2.16
H 2.16 -0.38 -2.19
H 1.11 0.96 -2.34
H -3.55 -0.13 1.08
H -2.10 -0.53 2.08
H -2.57 1.20 1.67
H 0.50 3.05 1.08
H -0.39 1.67 1.86
H 1.35 1.69 1.79
H -1.41 3.08 0.01
H -1.24 2.69 -1.78
H -2.63 2.13 -0.81
H -2.42 -2.82 -1.25
H -3.10 -1.96 0.22
H 0.38 -2.48 -0.66
H 0.18 -2.67 0.96
H 2.69 1.87 -0.12
H 3.25 0.52 0.73
H -1.38 -0.73 -1.68
*
```

For the relative energy (zero: lowest compared OMol25 entry of this formula, charge and spin), the calculation gives 271.9 kJ/mol. As for the LUMO energy: -0.0978 hartree. The total energy is -646.7833 Eh. The gap between HOMO and LUMO comes out at 9.0 eV. The SMILES is C[C@H](N)[C@](C)(N)N(C)N(C)N(C)C=[NH2+].

---

Entry 3:
ORCA calculation (the ωB97M-V functional and the def2-TZVPD basis) on a molecular structure, C22H39IrN2O2P3 in a non-equilibrium geometry.

Geometry as ORCA input:
```
! wB97M-V def2-TZVPD RIJCOSX def2/J DEFGRID3
* xyz 4 6
P 3.70 -0.67 0.03
C 4.33 -0.67 1.75
H 5.43 -0.77 1.83
H 3.84 -1.48 2.31
H 4.02 0.28 2.22
C 4.52 -2.10 -0.78
H 4.12 -2.14 -1.81
H 4.19 -3.02 -0.28
H 5.61 -2.04 -0.81
C 4.64 0.76 -0.67
H 5.71 0.55 -0.80
H 4.51 1.63 -0.01
H 4.20 1.01 -1.64
P -1.31 3.32 -0.95
C -1.33 3.87 0.76
H -1.88 4.81 0.82
H -0.31 4.01 1.13
H -1.82 3.10 1.37
C -0.19 4.51 -1.75
H -0.16 4.38 -2.84
H 0.82 4.39 -1.35
H -0.53 5.53 -1.52
C -3.01 3.53 -1.53
H -3.24 4.61 -1.54
H -3.68 3.02 -0.82
H -3.15 3.10 -2.52
P -2.83 -1.49 0.11
C -3.32 -1.74 1.80
H -4.08 -2.53 1.88
H -3.72 -0.79 2.18
H -2.44 -2.02 2.42
C -4.19 -1.36 -1.01
H -4.76 -2.29 -0.98
H -3.85 -1.17 -2.04
H -4.85 -0.53 -0.70
C -1.68 -2.75 -0.40
H -2.22 -3.53 -0.95
H -1.21 -3.22 0.47
H -0.90 -2.33 -1.04
Ir -0.74 0.91 -1.50
C 0.45 1.37 -0.10
O 1.21 1.60 0.76
C -2.00 0.23 0.04
O -2.33 0.91 1.01
C -1.67 0.45 -3.55
C -1.10 -0.77 -3.13
C 0.23 -0.80 -2.69
C 1.00 0.38 -2.69
C 0.45 1.58 -3.17
C -0.88 1.61 -3.65
H -2.72 0.49 -3.84
H -1.68 -1.69 -3.12
H 0.65 -1.74 -2.32
H 2.02 0.38 -2.31
H 1.07 2.48 -3.12
H -1.31 2.53 -4.02
N 0.94 -3.33 5.12
C 0.77 -2.53 4.04
C 1.09 -2.99 2.74
C 0.86 -2.14 1.66
N 0.26 -0.94 1.77
C -0.02 -0.50 3.01
C 0.25 -1.22 4.16
H 1.26 -4.28 5.03
H 0.71 -3.01 6.06
H 1.50 -3.98 2.56
H 1.17 -2.47 0.67
H -0.49 0.48 3.10
H 0.05 -0.79 5.14
*
```

For the relative energy (zero: lowest compared OMol25 entry of this formula, charge and spin), the calculation gives 0.0 kJ/mol. As for the LUMO energy (spin up / spin down): -0.4034 / -0.5504 hartree. The total energy is -2248.4136 Eh. The gap between HOMO and LUMO (spin up / spin down) comes out at 5.4 / 5.1 eV.

---

Entry 4:
ORCA calculation (the ωB97M-V functional and the def2-TZVPD basis) on 2 unconnected molecules or ions with the total composition C2H6NS.

Geometry as ORCA input:
```
! wB97M-V def2-TZVPD RIJCOSX def2/J DEFGRID3
* xyz -1 1
S 1.33 1.68 -0.61
H 2.40 2.41 -0.95
C -2.01 -1.43 -0.07
C -0.70 -1.39 0.11
N -0.05 -0.81 1.23
H -2.61 -0.91 0.68
H -2.46 -1.86 -0.95
H -0.05 -1.91 -0.58
H -0.65 -0.76 2.04
H 0.29 0.12 0.97
*
```

For the relative energy (zero: lowest compared OMol25 entry of this formula, charge and spin), the calculation gives 57.2 kJ/mol. As for the LUMO energy: 0.1497 hartree. The total energy is -532.7494 Eh. The gap between HOMO and LUMO comes out at 6.7 eV.

---

Entry 5:
ORCA calculation (the ωB97M-V functional and the def2-TZVPD basis) on 8 unconnected molecules or ions with the total composition C29H72Cl2O14 in a non-equilibrium geometry.

Geometry as ORCA input:
```
! wB97M-V def2-TZVPD RIJCOSX def2/J DEFGRID3
* xyz 0 1
C 1.61 -5.52 4.05
O 2.57 -4.78 3.29
C 3.57 -4.07 4.03
C 3.05 -2.90 4.91
O 2.22 -3.28 6.03
C 2.90 -4.02 7.08
H 0.97 -4.86 4.64
H 1.97 -6.38 4.61
H 0.93 -5.98 3.34
H 4.26 -3.64 3.31
H 4.17 -4.84 4.52
H 2.39 -2.26 4.33
H 3.85 -2.24 5.26
H 3.41 -4.88 6.64
H 2.23 -4.36 7.86
H 3.56 -3.37 7.65
C 0.35 5.00 -3.36
O -0.94 4.40 -3.24
C -1.89 4.97 -2.38
C -3.04 3.98 -2.13
O -4.00 4.46 -1.28
C -3.61 4.63 0.06
H 1.04 4.39 -3.94
H 0.88 5.12 -2.41
H 0.27 5.95 -3.89
H -2.29 5.88 -2.84
H -1.44 5.35 -1.47
H -2.64 3.05 -1.72
H -3.50 3.73 -3.08
H -2.93 5.47 0.18
H -3.03 3.77 0.40
H -4.44 4.58 0.76
C -2.81 3.05 3.40
O -2.20 2.57 4.58
C -0.80 2.35 4.38
C -0.21 1.49 5.52
O -0.78 0.18 5.66
C -0.32 -0.66 4.60
H -3.88 3.22 3.50
H -2.59 2.42 2.54
H -2.51 4.07 3.16
H -0.22 3.27 4.37
H -0.61 1.87 3.42
H -0.44 1.96 6.47
H 0.88 1.57 5.46
H -0.93 -0.33 3.76
H -0.62 -1.67 4.89
H 0.74 -0.82 4.40
C 0.67 -2.19 1.29
O -0.34 -1.15 1.29
C -1.42 -1.44 0.43
C -2.41 -0.25 0.29
O -1.95 0.91 -0.48
C -0.76 1.58 0.05
H 1.40 -1.98 2.07
H 1.11 -2.32 0.31
H 0.24 -3.16 1.55
H -2.04 -2.28 0.77
H -1.10 -1.71 -0.58
H -2.85 0.07 1.23
H -3.19 -0.63 -0.37
H 0.09 0.90 0.05
H -0.94 1.96 1.05
H -0.55 2.44 -0.59
C -5.56 0.99 -1.97
O -5.24 0.26 -3.10
C -6.09 -0.87 -3.35
C -5.75 -2.13 -2.59
O -4.84 -3.02 -3.22
C -3.55 -2.51 -3.51
H -4.77 1.73 -1.87
H -5.48 0.47 -1.01
H -6.52 1.48 -2.14
H -6.07 -1.02 -4.43
H -7.11 -0.53 -3.17
H -6.67 -2.69 -2.49
H -5.44 -1.90 -1.58
H -3.55 -1.92 -4.42
H -2.86 -3.33 -3.71
H -3.16 -1.93 -2.67
C -1.33 0.56 -3.79
O -0.10 0.83 -4.44
C 0.91 0.98 -3.48
C 2.24 1.06 -4.13
O 2.51 -0.08 -4.98
C 3.66 0.10 -5.80
H -1.26 -0.38 -3.25
H -2.22 0.47 -4.42
H -1.53 1.36 -3.07
H 0.92 0.13 -2.80
H 0.66 1.83 -2.84
H 2.98 1.04 -3.33
H 2.38 1.97 -4.72
H 4.55 0.04 -5.16
H 3.64 0.97 -6.45
H 3.84 -0.77 -6.43
C 8.39 1.39 -3.24
O 7.46 1.07 -2.22
C 6.90 -0.28 -2.28
C 5.99 -0.52 -1.04
O 4.82 0.23 -1.26
C 3.74 0.09 -0.28
H 8.05 1.15 -4.25
H 9.29 0.80 -3.04
H 8.74 2.42 -3.17
H 7.65 -1.07 -2.27
H 6.32 -0.42 -3.19
H 6.48 -0.17 -0.13
H 5.79 -1.59 -1.00
H 4.02 0.42 0.72
H 3.41 -0.95 -0.25
H 2.93 0.77 -0.53
C -4.07 -3.96 2.41
Cl -4.75 -2.96 1.16
Cl -3.15 -3.01 3.54
H -4.89 -4.40 2.97
H -3.48 -4.78 2.01
*
```

For the relative energy (zero: lowest compared OMol25 entry of this formula, charge and spin), the calculation gives 0.0 kJ/mol. As for the LUMO energy: 0.0162 hartree. The total energy is -3121.4819 Eh. The gap between HOMO and LUMO comes out at 9.7 eV. The SMILES is COCCOC.COCCOC.COCCOC.COCCOC.COCCOC.COCCOC.COCCOC.ClCCl.

---

Entry 6:
ORCA calculation (the ωB97M-V functional and the def2-TZVPD basis) on a molecular structure, C2H2N2O in a non-equilibrium geometry.

Geometry as ORCA input:
```
! wB97M-V def2-TZVPD RIJCOSX def2/J DEFGRID3
* xyz 0 1
C -1.21 0.62 -0.05
C 1.10 0.03 0.03
N -2.21 1.16 0.01
N -0.14 -0.14 -0.02
O -0.73 -1.84 0.02
H 1.64 -0.93 0.01
H 1.57 1.11 0.00
*
```

For the relative energy (zero: lowest compared OMol25 entry of this formula, charge and spin), the calculation gives 593.4 kJ/mol. As for the LUMO energy: -0.0482 hartree. The total energy is -261.9379 Eh. The gap between HOMO and LUMO comes out at 8.8 eV.

---

Entry 7:
ORCA calculation (the ωB97M-V functional and the def2-TZVPD basis) on a molecular structure, C15H34NO2P2PtSi in a non-equilibrium geometry.

Geometry as ORCA input:
```
! wB97M-V def2-TZVPD RIJCOSX def2/J DEFGRID3
* xyz 3 5
Pt 0.03 -0.24 0.01
P -2.20 -0.04 -0.45
C -2.07 0.43 -2.15
C -0.86 0.99 -2.62
N 0.27 0.83 -1.82
C 1.49 1.19 -2.22
C 1.65 1.93 -3.39
C 0.55 2.17 -4.21
C -0.69 1.68 -3.84
C 2.66 0.80 -1.35
P 2.25 -0.64 -0.29
H -1.59 1.82 -4.44
H 2.66 2.27 -3.63
H 0.67 2.73 -5.13
H 3.53 0.52 -1.97
H 2.97 1.64 -0.71
H -2.10 -1.36 -3.37
H -2.96 0.54 -2.78
H -0.96 -2.98 -2.22
O -1.85 -2.30 -3.48
H -2.24 -2.59 -4.32
H -0.16 -1.57 0.93
O -0.46 -3.18 -1.38
H 0.04 -4.01 -1.52
C 2.54 -2.10 -1.29
H 3.57 -2.07 -1.67
H 2.40 -2.98 -0.66
H 1.82 -2.15 -2.12
C 3.38 -0.66 1.10
H 3.17 -1.54 1.71
H 4.41 -0.70 0.72
H 3.26 0.24 1.72
C -3.02 1.30 0.44
H -4.03 1.40 0.02
H -3.08 1.06 1.50
H -2.47 2.24 0.30
C -3.17 -1.54 -0.20
H -3.29 -1.69 0.88
H -4.15 -1.41 -0.68
H -2.64 -2.40 -0.63
C -1.75 0.27 3.58
Si 0.04 0.74 3.26
C 0.49 2.19 4.39
C 1.11 -0.75 3.71
C 0.36 1.31 1.47
H -1.82 -0.18 4.58
H -2.13 -0.47 2.86
H -2.40 1.15 3.58
H 0.40 1.90 5.45
H 1.52 2.52 4.21
H -0.19 3.04 4.22
H 0.90 -1.60 3.05
H 2.18 -0.52 3.65
H 0.89 -1.06 4.74
H -0.33 2.10 1.14
H 1.38 1.71 1.31
*
```

For the relative energy (zero: lowest compared OMol25 entry of this formula, charge and spin), the calculation gives 8.2 kJ/mol. As for the LUMO energy (spin up / spin down): -0.3488 / -0.5273 hartree. The total energy is -1887.5664 Eh. The gap between HOMO and LUMO (spin up / spin down) comes out at 8.0 / 4.6 eV.

---

Entry 8:
ORCA calculation (the ωB97M-V functional and the def2-TZVPD basis) on a molecular structure, C47H54ClCrN8O4STe in a non-equilibrium geometry.

Geometry as ORCA input:
```
! wB97M-V def2-TZVPD RIJCOSX def2/J DEFGRID3
* xyz -1 5
Cr 0.86 -1.90 0.97
C 3.43 -3.62 1.75
N 2.66 -2.40 1.99
C 3.37 -1.37 2.46
C 2.80 -0.07 2.18
C 3.21 1.24 2.51
C 2.17 2.07 2.11
C 1.14 1.23 1.63
N 1.51 -0.07 1.66
C 3.87 -4.35 3.00
C 5.05 -3.92 3.58
C 5.48 -4.52 4.75
C 4.76 -5.52 5.37
C 3.51 -5.92 4.80
C 3.16 -5.39 3.56
H 4.30 -3.31 1.12
H 2.78 -4.28 1.15
H 4.26 -1.53 3.11
H 4.14 1.46 2.94
H 2.18 3.17 2.22
H 0.23 1.53 1.19
H 5.66 -3.12 3.12
H 6.37 -4.15 5.22
H 5.11 -5.93 6.32
H 2.89 -6.59 5.31
H 2.21 -5.79 3.20
O -2.95 -1.24 -0.35
C -1.90 -1.40 0.28
O -0.69 -1.11 -0.17
C -2.01 -1.91 1.69
C -3.27 -1.80 2.41
C -3.34 -2.40 3.62
C -2.16 -3.06 4.11
C -2.14 -3.67 5.41
C -0.96 -4.00 6.09
C 0.20 -3.93 5.33
C 0.24 -3.49 4.04
C -0.93 -2.95 3.43
N -0.87 -2.32 2.24
H -4.14 -1.30 1.92
H -4.24 -2.27 4.22
H -3.05 -3.88 6.01
H -0.93 -4.24 7.18
H 1.13 -4.25 5.79
H 1.14 -3.53 3.41
C -5.53 4.17 -1.90
C -5.03 5.40 -2.71
C -5.89 5.49 -3.96
C -5.19 6.67 -1.94
C -3.48 5.22 -3.19
O -3.27 6.36 -4.06
C -2.48 5.46 -2.04
C -2.48 4.60 -0.71
C -2.95 5.20 0.59
C -3.74 4.41 1.46
C -4.06 4.89 2.73
C -3.44 6.05 3.16
Cl -3.48 6.57 4.77
C -2.66 6.89 2.27
C -2.48 6.45 0.99
C -3.31 3.93 -4.08
N -2.52 2.78 -3.59
C -1.57 2.03 -4.22
N -1.30 0.94 -3.50
C -2.02 1.10 -2.37
N -2.83 2.17 -2.41
H -6.64 4.22 -1.78
H -5.15 4.16 -0.89
H -5.20 3.17 -2.32
H -6.92 5.59 -3.78
H -5.88 4.56 -4.57
H -5.61 6.33 -4.64
H -6.27 6.86 -1.62
H -4.78 7.49 -2.50
H -4.66 6.52 -0.97
H -2.50 6.28 -4.61
H -2.49 6.49 -1.69
H -1.48 5.39 -2.51
H -1.42 4.29 -0.69
H -3.01 3.61 -0.76
H -4.20 3.48 1.16
H -4.77 4.40 3.36
H -2.14 7.74 2.73
H -1.97 7.06 0.25
H -2.86 4.27 -4.99
H -4.31 3.59 -4.24
H -1.09 2.30 -5.20
H -2.04 0.36 -1.60
C 2.99 -0.67 -4.92
N 2.53 -1.24 -3.65
C 1.15 -1.29 -3.37
C 3.33 -1.59 -2.60
O 2.97 -1.44 -1.39
N 4.61 -2.01 -2.96
C 5.72 -1.60 -2.18
C 4.79 -2.87 -4.09
H 2.21 -0.04 -5.31
H 3.08 -1.50 -5.66
H 3.89 -0.06 -4.75
H 0.91 -0.83 -2.39
H 0.83 -2.35 -3.27
H 0.54 -0.92 -4.20
H 5.44 -0.84 -1.41
H 6.44 -1.10 -2.82
H 6.15 -2.49 -1.70
H 3.77 -3.20 -4.39
H 5.43 -3.68 -3.82
H 5.15 -2.39 -5.00
Te 0.20 -4.68 0.11
C 1.92 -5.60 -0.88
C 2.64 -6.48 -0.07
C 3.87 -6.98 -0.61
C 4.03 -6.52 -1.90
S 2.75 -5.54 -2.39
H 2.19 -6.79 0.93
H 4.55 -7.66 -0.05
H 4.83 -6.79 -2.56
*
```

For the relative energy (zero: lowest compared OMol25 entry of this formula, charge and spin), the calculation gives 231.1 kJ/mol. As for the LUMO energy (spin up / spin down): 0.0716 / 0.0716 hartree. The total energy is -4733.2987 Eh. The gap between HOMO and LUMO (spin up / spin down) comes out at 5.8 / 6.0 eV.

---

Entry 9:
ORCA calculation (the ωB97M-V functional and the def2-TZVPD basis) on a molecular structure, C11H10ClF3N2O in a non-equilibrium geometry.

Geometry as ORCA input:
```
! wB97M-V def2-TZVPD RIJCOSX def2/J DEFGRID3
* xyz 0 1
O 0.88 -0.70 3.04
C 0.15 0.39 2.96
N 0.49 1.48 3.54
C -0.10 2.83 3.33
C -0.25 3.70 1.92
C 0.88 4.00 2.97
H 0.78 4.91 3.47
H 1.73 3.78 2.87
H -1.12 4.07 1.73
H 0.25 3.06 1.13
H -0.94 2.69 4.01
H 1.29 1.33 3.83
C -1.19 0.55 1.92
C -0.73 -0.06 0.63
N -0.51 1.08 -0.23
C 0.15 0.79 -1.49
C 0.20 -0.31 -2.00
C -0.16 -1.53 -1.23
C -0.78 -1.34 0.23
Cl -1.03 -2.70 1.11
H -0.28 -2.54 -1.63
C 0.67 -0.82 -3.45
F 1.48 0.13 -3.74
F -0.33 -0.64 -4.28
F 0.80 -1.95 -3.59
H 0.27 1.71 -1.92
H -1.54 1.50 1.96
H -1.87 -0.53 2.47
*
```

As for the LUMO energy: -0.0162 hartree. The total energy is -1369.3257 Eh. The gap between HOMO and LUMO comes out at 8.7 eV.

---

Entry 10:
ORCA calculation (the ωB97M-V functional and the def2-TZVPD basis) on a gas-phase ion, C6H7BrF2N (charge +1) in a non-equilibrium geometry.

Geometry as ORCA input:
```
! wB97M-V def2-TZVPD RIJCOSX def2/J DEFGRID3
* xyz 1 1
C -2.19 -0.58 -0.08
C -2.17 0.76 -0.52
C -1.15 -1.26 0.44
C -1.10 1.41 -0.88
C 0.33 -0.89 0.50
C 0.68 0.16 -0.62
N 1.77 1.08 -0.17
F -0.82 2.59 -1.30
F 0.75 -0.35 1.73
Br 1.25 -0.61 -2.33
H -3.11 -1.16 -0.18
H -3.14 1.17 -0.73
H -1.44 -2.26 0.70
H 0.98 -1.71 0.43
H 1.57 1.60 0.76
H 1.86 1.84 -0.75
H 2.61 0.46 -0.35
*
```

As for the LUMO energy: -0.1486 hartree. The total energy is -3060.9169 Eh. The gap between HOMO and LUMO comes out at 9.2 eV.

---

Entry 11:
ORCA calculation (the ωB97M-V functional and the def2-TZVPD basis) on a molecular structure, C4H8O.

Geometry as ORCA input:
```
! wB97M-V def2-TZVPD RIJCOSX def2/J DEFGRID3
* xyz 0 1
C -1.60 -0.24 0.20
C -0.39 0.52 -0.25
C 0.73 0.71 0.59
C 1.32 -0.42 -0.62
O 2.17 0.02 -1.40
H -2.22 0.42 0.82
H -1.31 -1.10 0.83
H -2.21 -0.60 -0.64
H 0.24 -0.71 -1.11
H -0.49 1.16 -1.13
H 1.37 1.57 0.44
H 0.69 0.31 1.59
H 1.38 -1.29 0.05
*
```

For the relative energy (zero: lowest compared OMol25 entry of this formula, charge and spin), the calculation gives 345.6 kJ/mol. As for the LUMO energy: 0.0315 hartree. The total energy is -232.3140 Eh. The gap between HOMO and LUMO comes out at 9.2 eV.

---

Entry 12:
ORCA calculation (the ωB97M-V functional and the def2-TZVPD basis) on C5H7Cl in the gas phase in a non-equilibrium geometry.

Geometry as ORCA input:
```
! wB97M-V def2-TZVPD RIJCOSX def2/J DEFGRID3
* xyz 0 1
C -0.56 1.50 -0.62
C 2.08 -0.10 -0.50
C -0.40 0.14 -0.04
C 0.89 -0.58 -0.12
C -1.48 -0.58 0.71
Cl 0.85 -2.25 0.59
H -1.56 1.98 -0.64
H 0.05 2.00 -1.28
H 3.01 -0.70 -0.49
H 2.34 0.93 -0.65
H -2.48 0.06 0.79
H -1.09 -0.73 1.79
H -1.66 -1.66 0.46
*
```

For the relative energy (zero: lowest compared OMol25 entry of this formula, charge and spin), the calculation gives 189.5 kJ/mol. As for the LUMO energy: 0.0014 hartree. The total energy is -654.8183 Eh. The gap between HOMO and LUMO comes out at 8.7 eV. The SMILES is C=C(C)C(=C)Cl.